w.
Molecular formula: C3H7N2P
Method: DFT, ωB97M-V with the def2-TZVPD basis set

Geometry (Å):
H1 1.144 1.001 1.479
N1 0.228 1.047 1.335
C1 -0.555 0.330 0.660
C2 -1.994 0.561 0.479
P1 -0.197 -1.235 -0.396
C3 1.710 -0.915 -0.489
N2 2.125 -0.575 -1.630
H2 3.067 -0.412 -1.702
H3 -2.318 0.457 -0.534
H4 -2.458 -0.242 0.980
H5 -2.355 1.458 0.878
H6 -0.627 -0.524 -1.604
H7 2.229 -0.950 0.543

For the HOMO energy, the calculation gives -8.81 eV. The HOMO-LUMO gap comes out at 9.783 eV. The LUMO energy is 0.98 eV. As for the charge: 0. Its structure (SMILES) is [H]/N=C(/C)P/C=N/[H].

x.
Molecular formula: C3H7N2P
Method: DFT, ωB97M-V with the def2-TZVPD basis set

Geometry (Å):
C1 -0.149 -0.332 0.702
C2 -1.659 -0.403 0.376
C3 0.393 0.365 -0.445
N1 -1.771 0.346 -0.913
N2 -0.702 0.778 -1.276
P1 1.941 1.268 -0.439
H1 0.131 0.341 1.586
H2 0.233 -1.296 0.793
H3 -2.089 -1.437 0.147
H4 -2.231 0.261 0.949
H5 0.684 -1.163 -1.926
H6 2.950 0.308 -0.558
H7 2.269 0.963 1.004

For the HOMO energy (spin up / spin down), the calculation gives -9.34 / -8.71 eV. The HOMO-LUMO gap (spin up / spin down) comes out at 8.270 / 7.915 eV. The LUMO energy (spin up / spin down) is -1.07 / -0.79 eV. As for the charge: 0.

y.
Molecular formula: C3H7N2P
Method: DFT, ωB97M-V with the def2-TZVPD basis set

Geometry (Å):
C1 0.259 -1.573 0.550
C2 0.431 -0.148 -0.103
C3 -0.460 -1.049 1.774
N1 -0.566 0.689 0.514
N2 -1.055 0.149 1.528
P1 -0.765 2.591 -2.010
H1 -0.446 -2.115 -0.187
H2 1.180 -2.207 0.769
H3 1.449 0.340 0.085
H4 0.179 -0.251 -1.230
H5 -0.766 -1.580 2.657
H6 0.256 2.117 -2.991
H7 0.304 3.034 -1.357

For the HOMO energy (spin up / spin down), the calculation gives -8.66 / -8.33 eV. The HOMO-LUMO gap (spin up / spin down) comes out at 7.872 / 7.474 eV. The LUMO energy (spin up / spin down) is -0.79 / -0.86 eV. As for the charge: 0.

Energies, relative to the best one, in eV: w 0.000; x 3.693; y 2.487.

w.
Molecular formula: C2H15N2O4
Method: DFT, ωB97M-V with the def2-TZVPD basis set

Geometry (Å):
C1 0.494 1.194 0.917
C2 0.620 0.139 0.088
N1 -0.652 -0.490 -0.369
N2 1.569 1.788 1.462
H1 -0.472 1.487 1.286
H2 1.458 -0.172 -0.505
H3 -0.711 -1.493 -0.433
H4 -1.361 -0.055 0.212
H5 -0.655 -0.157 -1.320
H6 2.500 1.499 1.212
H7 1.549 2.594 2.058
H8 -2.393 2.515 -1.063
H9 -2.933 1.966 0.326
O1 -2.210 1.964 -0.298
H10 0.335 -0.138 4.094
H11 0.709 -0.090 2.642
O2 1.111 -0.189 3.521
H12 1.789 -3.123 -1.667
H13 2.647 -2.150 -2.133
O3 1.809 -2.150 -1.650
H14 -1.395 -1.961 -3.436
H15 -2.291 -1.209 -2.446
O4 -1.518 -1.770 -2.499

For the HOMO energy, the calculation gives -12.17 eV. The HOMO-LUMO gap comes out at 9.163 eV. The LUMO energy is -3.00 eV. As for the charge: +1.

x.
Molecular formula: C2H15N2O4
Method: DFT, ωB97M-V with the def2-TZVPD basis set

Geometry (Å):
C1 -1.617 0.729 0.192
C2 -0.750 0.033 0.923
N1 0.541 -0.317 0.318
N2 -2.902 0.882 0.669
H1 -1.406 1.243 -0.743
H2 -1.012 -0.621 1.736
H3 1.022 0.466 -0.114
H4 1.162 -0.565 1.089
H5 0.433 -1.019 -0.424
H6 -3.299 0.079 1.128
H7 -3.570 1.328 0.064
H8 1.843 -3.583 2.087
H9 2.593 -2.681 0.969
O1 2.075 -2.703 1.778
H10 -1.139 3.503 -2.007
H11 0.326 3.156 -1.634
O2 -0.593 2.880 -1.517
H12 -1.002 -1.885 -2.550
H13 -2.079 -1.188 -1.673
O3 -1.128 -1.299 -1.796
H14 3.167 1.060 0.952
H15 4.102 0.284 0.070
O4 3.233 0.217 0.485

For the HOMO energy, the calculation gives -12.19 eV. The HOMO-LUMO gap comes out at 9.382 eV. The LUMO energy is -2.81 eV. As for the charge: +1.

Energies, relative to the best one, in eV: w 0.601; x 0.000.

w.
Molecular formula: C34H44BCaN11
Method: DFT, ωB97M-V with the def2-TZVPD basis set

Geometry (Å):
Ca1 0.147 0.033 0.023
C1 -0.573 2.929 2.705
C2 0.679 2.853 1.893
C3 1.845 3.596 2.097
C4 2.714 3.173 1.116
N1 2.093 2.238 0.379
N2 0.839 2.031 0.850
B1 2.717 1.487 -0.822
N3 3.013 0.022 -0.428
C5 3.918 -0.803 -0.983
C6 3.779 -2.048 -0.410
C7 2.719 -1.912 0.499
C8 2.174 -2.933 1.444
N4 2.252 -0.659 0.460
N5 1.731 1.409 -2.026
C9 1.774 2.081 -3.193
C10 0.960 1.432 -4.094
C11 0.428 0.344 -3.392
C12 -0.465 -0.719 -3.944
N6 0.885 0.343 -2.139
N7 4.023 2.198 -1.148
C13 5.253 1.941 -0.627
C14 6.057 3.015 -0.896
C15 5.224 3.927 -1.580
C16 5.582 5.281 -2.097
N8 4.006 3.433 -1.706
H1 -0.471 3.716 3.449
H2 -1.436 3.173 2.081
H3 -0.750 1.990 3.230
H4 2.026 4.341 2.853
H5 3.721 3.494 0.908
H6 4.606 -0.462 -1.739
H7 4.370 -2.926 -0.605
H8 2.992 -3.456 1.937
H9 1.558 -2.453 2.204
H10 1.575 -3.677 0.921
H11 2.397 2.950 -3.297
H12 0.789 1.691 -5.126
H13 -0.298 -0.814 -5.016
H14 -0.259 -1.683 -3.479
H15 -1.512 -0.471 -3.786
H16 5.462 1.027 -0.096
H17 7.098 3.137 -0.646
H18 6.657 5.436 -2.035
H19 5.268 5.397 -3.134
H20 5.089 6.058 -1.511
N9 -1.973 0.225 1.460
C17 -2.477 -0.601 2.493
C18 -2.937 -0.024 3.674
C19 -3.423 -0.798 4.711
C20 -3.453 -2.179 4.581
C21 -2.997 -2.760 3.413
C22 -2.511 -1.996 2.351
C23 -2.039 -2.668 1.117
C24 -2.678 -3.839 0.672
C25 -2.232 -4.536 -0.439
C26 -1.135 -4.089 -1.163
C27 -0.499 -2.916 -0.766
C28 -0.979 -2.253 0.336
H21 -2.132 1.201 1.673
H22 -2.366 0.024 0.532
H23 -2.920 1.056 3.775
H24 -3.784 -0.323 5.613
H25 -3.826 -2.795 5.387
H26 -2.985 -3.839 3.338
H27 -3.549 -4.192 1.207
H28 -2.745 -5.439 -0.743
H29 -0.774 -4.635 -2.023
H30 0.368 -2.561 -1.320
C29 -4.208 0.818 -5.294
C30 -4.706 1.058 -3.871
N10 -4.058 0.207 -2.876
C31 -4.588 -1.147 -2.710
C32 -3.789 -2.249 -3.408
C33 -3.012 0.628 -2.133
C34 -2.574 2.062 -2.256
N11 -2.343 -0.120 -1.309
H31 -4.671 1.539 -5.968
H32 -4.462 -0.181 -5.647
H33 -3.125 0.941 -5.350
H34 -5.780 0.874 -3.824
H35 -4.553 2.101 -3.609
H36 -5.601 -1.138 -3.110
H37 -4.671 -1.363 -1.641
H38 -3.666 -2.023 -4.466
H39 -4.321 -3.197 -3.318
H40 -2.799 -2.378 -2.971
H41 -3.377 2.748 -1.987
H42 -2.255 2.289 -3.275
H43 -1.727 2.223 -1.593
H44 -2.633 -1.093 -1.311

For the HOMO energy (spin up / spin down), the calculation gives -11.00 / -10.97 eV. The HOMO-LUMO gap (spin up / spin down) comes out at 8.898 / 6.633 eV. As for the spin multiplicity: 2. The LUMO energy (spin up / spin down) is -2.11 / -4.34 eV. As for the charge: +1.

x.
Molecular formula: C34H44BCaN11
Method: DFT, ωB97M-V with the def2-TZVPD basis set

Geometry (Å):
Ca1 0.584 -0.299 -0.020
C1 3.564 -2.375 -1.320
C2 3.583 -1.766 0.045
C3 4.573 -1.869 1.026
C4 4.109 -1.113 2.082
N1 2.917 -0.592 1.743
N2 2.587 -0.999 0.495
B1 2.042 0.313 2.656
N3 1.574 1.615 1.957
C5 1.378 2.786 2.584
C6 0.921 3.701 1.664
C7 0.846 2.997 0.458
C8 0.415 3.537 -0.865
N4 1.222 1.727 0.648
N5 0.750 -0.449 3.048
C9 0.113 -0.475 4.228
C10 -1.064 -1.175 4.071
C11 -1.094 -1.526 2.719
C12 -2.167 -2.284 2.008
N6 0.009 -1.081 2.105
N7 2.889 0.656 3.867
C13 3.091 -0.003 5.040
C14 4.193 0.540 5.642
C15 4.638 1.542 4.747
C16 5.824 2.437 4.882
N8 3.858 1.590 3.683
H1 4.570 -2.388 -1.736
H2 2.923 -1.804 -1.993
H3 3.214 -3.409 -1.290
H4 5.499 -2.415 0.970
H5 4.575 -0.915 3.033
H6 1.583 2.906 3.633
H7 0.683 4.737 1.834
H8 0.645 4.600 -0.916
H9 -0.666 3.420 -0.974
H10 0.923 3.030 -1.683
H11 0.514 0.011 5.101
H12 -1.804 -1.389 4.824
H13 -2.480 -3.139 2.605
H14 -1.817 -2.643 1.042
H15 -3.044 -1.654 1.852
H16 2.458 -0.816 5.356
H17 4.624 0.274 6.593
H18 6.167 2.468 5.914
H19 5.581 3.447 4.555
H20 6.643 2.076 4.258
N9 0.114 -2.799 -1.037
C17 0.434 -3.489 -2.263
C18 0.565 -4.873 -2.229
C19 0.958 -5.588 -3.344
C20 1.255 -4.902 -4.512
C21 1.096 -3.531 -4.560
C22 0.646 -2.794 -3.460
C23 0.318 -1.354 -3.586
C24 0.148 -0.766 -4.851
C25 -0.290 0.538 -4.998
C26 -0.600 1.309 -3.890
C27 -0.440 0.761 -2.622
C28 0.050 -0.518 -2.517
H21 -0.502 -3.388 -0.491
H22 0.974 -2.712 -0.499
H23 0.369 -5.397 -1.299
H24 1.057 -6.664 -3.294
H25 1.601 -5.436 -5.387
H26 1.335 -3.019 -5.480
H27 0.327 -1.351 -5.741
H28 -0.420 0.950 -5.990
H29 -0.981 2.316 -3.998
H30 -0.739 1.337 -1.754
C29 -6.696 1.662 -1.243
C30 -5.499 1.466 -2.174
N10 -4.209 1.750 -1.557
C31 -3.730 3.131 -1.576
C32 -3.997 3.905 -0.287
C33 -3.490 0.820 -0.887
C34 -3.980 -0.607 -0.945
N11 -2.417 1.178 -0.265
H31 -7.608 1.342 -1.749
H32 -6.807 2.712 -0.975
H33 -6.592 1.081 -0.326
H34 -5.609 2.138 -3.025
H35 -5.504 0.452 -2.568
H36 -4.203 3.629 -2.423
H37 -2.655 3.107 -1.758
H38 -5.064 3.969 -0.078
H39 -3.601 4.917 -0.376
H40 -3.501 3.409 0.546
H41 -4.055 -0.947 -1.978
H42 -4.958 -0.716 -0.476
H43 -3.272 -1.254 -0.432
H44 -1.974 0.391 0.183

For the HOMO energy (spin up / spin down), the calculation gives -11.05 / -11.05 eV. The HOMO-LUMO gap (spin up / spin down) comes out at 8.805 / 7.013 eV. As for the spin multiplicity: 2. The LUMO energy (spin up / spin down) is -2.25 / -4.04 eV. As for the charge: +1.

Energies, relative to the best one, in eV: w 0.000; x 1.234.

w.
Molecular formula: C4H14N2
Method: DFT, ωB97M-V with the def2-TZVPD basis set

Geometry (Å):
C1 -1.339 1.597 -1.138
C2 -1.647 0.338 -1.906
C3 -1.586 -0.869 -0.951
H1 -0.444 1.478 -0.557
H2 -2.113 2.005 -0.461
H3 -1.064 2.344 -1.906
H4 -1.009 0.076 -2.752
H5 -2.681 0.491 -2.243
H6 -2.101 -1.724 -1.443
H7 -0.552 -1.162 -0.782
H8 -2.113 -0.669 -0.014
N1 3.089 -0.590 1.587
C4 1.853 -0.192 1.010
N2 0.622 -0.410 1.822
H9 3.063 -1.561 1.884
H10 3.450 -0.006 2.323
H11 1.907 0.865 0.642
H12 1.551 -0.758 0.118
H13 0.665 -1.397 2.119
H14 0.449 0.142 2.647

For the HOMO energy, the calculation gives -8.90 eV. The HOMO-LUMO gap comes out at 9.955 eV. The LUMO energy is 1.05 eV. As for the charge: 0. Its structure (SMILES) is CCC.NCN.

x.
Molecular formula: C4H14N2
Method: DFT, ωB97M-V with the def2-TZVPD basis set

Geometry (Å):
C1 -8.712 -9.185 6.513
C2 -9.228 -8.435 5.298
N1 -8.053 -7.779 4.702
H1 -7.938 -9.949 6.332
H2 -9.645 -9.693 6.812
H3 -8.382 -8.539 7.344
H4 -9.739 -9.061 4.541
H5 -9.966 -7.707 5.686
H6 -7.838 -8.079 3.744
H7 -8.132 -6.756 4.668
C3 -8.222 -11.343 8.080
C4 -7.024 -11.501 9.039
N2 -6.869 -10.607 10.182
H8 -8.192 -10.411 7.492
H9 -9.178 -11.383 8.629
H10 -8.180 -12.199 7.385
H11 -7.075 -12.519 9.470
H12 -6.103 -11.438 8.429
H13 -7.719 -10.807 10.720
H14 -6.081 -10.816 10.805

For the HOMO energy, the calculation gives -8.80 eV. The HOMO-LUMO gap comes out at 9.849 eV. The LUMO energy is 1.05 eV. As for the charge: 0. Its structure (SMILES) is CCN.CCN.

y.
Molecular formula: C4H14N2
Method: DFT, ωB97M-V with the def2-TZVPD basis set

Geometry (Å):
C1 0.904 1.441 1.011
C2 0.355 2.263 -0.137
C3 0.782 1.724 -1.513
H1 0.309 0.544 1.139
H2 0.868 1.963 1.971
H3 1.929 1.082 0.868
H4 0.628 3.310 -0.097
H5 -0.731 2.232 -0.092
H6 0.461 2.393 -2.299
H7 1.879 1.659 -1.552
H8 0.435 0.697 -1.646
N1 0.228 -2.539 0.113
C4 -1.075 -2.374 0.717
N2 -2.023 -1.700 -0.126
H9 0.597 -1.831 -0.500
H10 0.944 -2.886 0.734
H11 -1.448 -3.368 0.930
H12 -1.062 -1.824 1.667
H13 -1.844 -0.704 -0.137
H14 -2.135 -2.082 -1.050

For the HOMO energy, the calculation gives -8.97 eV. The HOMO-LUMO gap comes out at 10.012 eV. The LUMO energy is 1.04 eV. As for the charge: 0. Its structure (SMILES) is CCC.NCN.

Energies, relative to the best one, in eV: w 0.279; x 1.744; y 0.000.

w.
Molecular formula: C5H7IO
Method: DFT, ωB97M-V with the def2-TZVPD basis set

Geometry (Å):
C1 -0.200 2.165 0.008
C2 -0.012 0.651 -0.142
C3 -0.922 -0.338 -0.268
I1 -3.051 0.097 -0.275
C4 -0.200 -1.659 -0.080
C5 1.293 -1.095 0.150
O1 1.285 0.364 0.109
H1 -1.099 2.288 0.648
H2 -0.629 2.752 -0.820
H3 0.798 2.490 0.391
H4 -0.582 -2.171 0.817
H5 -0.148 -2.371 -0.884
H6 1.660 -1.576 1.043
H7 1.806 -1.597 -0.697

For the HOMO energy, the calculation gives -8.28 eV. The HOMO-LUMO gap comes out at 8.688 eV. The LUMO energy is 0.41 eV. As for the charge: 0. Its structure (SMILES) is CC1=C(I)CCO1.

x.
Molecular formula: C5H7IO
Method: DFT, ωB97M-V with the def2-TZVPD basis set

Geometry (Å):
I1 -3.980 -0.033 -0.109
C1 -1.934 0.025 -0.395
C2 -0.933 0.341 0.636
C3 0.366 0.702 0.079
C4 0.840 -0.559 -0.648
O1 0.168 -1.669 0.101
C5 -0.974 -1.094 0.561
H1 -1.635 0.147 -1.358
H2 -1.232 0.865 1.618
H3 1.107 0.921 0.889
H4 0.397 1.548 -0.429
H5 0.364 -0.447 -1.617
H6 1.869 -0.877 -0.793
H7 -1.619 -1.704 1.105

For the HOMO energy, the calculation gives -8.15 eV. The HOMO-LUMO gap comes out at 8.765 eV. The LUMO energy is 0.62 eV. As for the charge: 0. Its structure (SMILES) is I[C@H]1[C@@H]2CCO[C@H]12.

Energies, relative to the best one, in eV: w 0.000; x 1.002.

w.
Molecular formula: C19H22N4O4
Method: DFT, ωB97M-V with the def2-TZVPD basis set

Geometry (Å):
C1 2.901 -1.676 4.156
O1 1.960 -1.076 5.016
C2 0.855 -0.504 4.472
C3 -0.047 0.063 5.374
C4 -1.197 0.668 4.909
C5 -1.467 0.720 3.554
C6 -0.571 0.155 2.653
N1 -0.879 0.239 1.288
C7 -0.213 -0.279 0.219
O2 0.815 -0.924 0.280
C8 -0.913 -0.029 -1.083
C9 -2.226 -0.442 -1.179
C10 -2.888 -0.443 -2.403
N2 -4.248 -0.849 -2.473
O3 -4.763 -0.935 -3.573
O4 -4.827 -1.079 -1.424
C11 -2.205 -0.058 -3.558
C12 -0.904 0.361 -3.473
C13 -0.218 0.421 -2.238
N3 1.040 0.918 -2.173
C14 1.960 0.910 -3.287
C15 3.298 0.325 -2.822
N4 3.840 1.118 -1.735
C16 5.164 0.677 -1.355
C17 2.918 1.088 -0.612
C18 1.578 1.666 -1.060
C19 0.592 -0.456 3.108
H1 3.680 -2.073 4.804
H2 3.338 -0.945 3.468
H3 2.455 -2.493 3.581
H4 0.176 0.014 6.427
H5 -1.893 1.103 5.610
H6 -2.370 1.192 3.195
H7 -1.743 0.725 1.088
H8 -2.754 -0.818 -0.314
H9 -2.727 -0.074 -4.502
H10 -0.410 0.694 -4.371
H11 1.576 0.291 -4.095
H12 2.123 1.933 -3.651
H13 4.004 0.344 -3.655
H14 3.139 -0.725 -2.517
H15 5.540 1.327 -0.566
H16 5.826 0.757 -2.216
H17 5.179 -0.362 -0.994
H18 3.326 1.704 0.192
H19 2.762 0.065 -0.236
H20 0.874 1.688 -0.231
H21 1.746 2.697 -1.402
H22 1.264 -0.889 2.390

For the HOMO energy, the calculation gives -8.29 eV. The HOMO-LUMO gap comes out at 7.941 eV. The LUMO energy is -0.35 eV. As for the charge: 0. Its structure (SMILES) is COc1cccc(NC(=O)c2cc([N+](=O)[O-])ccc2N2CCN(C)CC2)c1.

x.
Molecular formula: C19H22N4O4
Method: DFT, ωB97M-V with the def2-TZVPD basis set

Geometry (Å):
C1 0.954 -5.467 2.927
C2 1.547 -4.128 2.532
H1 2.120 -3.829 3.430
H2 0.883 -3.413 2.295
O1 2.425 -4.489 1.169
C3 3.152 -3.410 0.830
O2 3.144 -2.246 1.298
C4 3.772 -3.826 -0.403
H3 4.332 -4.782 -0.229
H4 4.573 -2.904 -0.554
C5 2.894 -3.950 -1.407
C6 1.849 -2.908 -1.677
H5 1.183 -2.826 -1.110
H6 1.323 -2.876 -2.554
C7 2.443 -1.411 -1.802
C8 1.561 -0.292 -1.837
O3 1.348 0.406 -3.031
C9 0.636 -0.109 -0.740
C10 -0.799 0.589 -0.646
N1 -1.109 0.413 0.653
C11 -0.385 -0.497 1.281
O4 -0.424 -0.809 2.634
N2 0.681 -0.731 0.635
H7 1.653 -1.177 0.983
H8 -2.267 0.653 0.913
C12 -1.372 1.452 -1.740
N3 -1.474 2.779 -1.423
C13 -0.834 3.776 -1.243
N4 -1.009 4.864 -0.724
C14 -2.301 4.577 -0.197
C15 -3.338 5.194 0.633
C16 -4.445 4.515 0.918
C17 -4.672 3.292 0.733
C18 -3.716 2.516 -0.186
C19 -2.566 3.138 -0.557
H9 -4.086 1.491 -0.128
H10 -5.694 2.739 0.965
H11 -4.935 5.278 1.755
H12 -3.044 6.254 0.848
H13 0.278 3.669 -1.736
H14 -2.166 1.112 -2.026
H15 -0.442 1.427 -2.421
H16 3.153 -1.210 -0.808
H17 3.314 -1.234 -2.668
H18 3.555 -4.017 -2.458
H19 2.341 -4.679 -1.614
H20 0.329 -5.290 3.682
H21 0.325 -5.706 1.937
H22 1.523 -6.388 3.121

For the HOMO energy, the calculation gives -8.25 eV. The HOMO-LUMO gap comes out at 7.339 eV. The LUMO energy is -0.91 eV. As for the charge: 0.

Energies, relative to the best one, in eV: w 0.000; x 12.164.